No. 1
A structure of composition C27H33N5O5OsS. Source: the OMol25 dataset; level of theory: ωB97M-V with the def2-TZVPD basis set.

Output
ΔE to the lowest compared entry with this formula, charge and spin: 0.273 eV
Multiplicity: 5
Charge: +2
Highest occupied orbital energy (spin up / spin down): -13.1 / -13.1 eV
HOMO-LUMO gap (spin up / spin down): 0.251 / 0.176 hartree
Max |F|: 0.34 eV/A
LUMO level (spin up / spin down): -6.261 / -8.306 eV

XYZ file:
```
72
Properties=species:S:1:pos:R:3:forces:R:3
Os 2.4666 0.9144 -0.2496 0.0506 0.1138 0.1819
N 2.6001 -1.2990 0.4966 -0.0190 -0.0296 -0.1215
C 2.8412 -1.3608 1.9626 0.0675 -0.0480 0.0509
C 1.6471 -0.8538 2.7594 -0.0211 0.0347 -0.0427
C 1.0756 0.4340 2.2213 -0.0486 0.0943 0.0000
O -0.0574 0.7937 2.2829 0.1289 -0.0904 0.0356
O 2.0325 1.2103 1.5909 -0.1254 0.0364 -0.0328
H 1.6918 -1.7233 0.2714 -0.0825 -0.0660 0.0225
H 3.3216 -1.8226 0.0074 -0.0678 -0.0156 -0.0554
H 3.7267 -0.7617 2.1742 0.0067 -0.0259 0.0134
H 3.0543 -2.3913 2.2508 -0.0139 0.0241 -0.0074
H 1.9738 -0.6763 3.7875 -0.0855 0.0161 0.0084
H 0.8319 -1.5749 2.7826 0.0271 -0.0476 0.0075
C -1.4317 1.7622 -1.7552 -0.0142 -0.0302 -0.0211
C 0.0406 1.5941 -1.7968 -0.0759 -0.0832 -0.1227
O 0.5516 1.0257 -0.7771 0.0576 0.1006 0.2061
C 0.8351 2.0130 -2.9136 -0.0515 0.0388 -0.0089
C 0.2354 2.7612 -3.9500 0.0349 -0.0063 -0.0544
C 0.9337 3.0817 -5.0868 -0.0095 -0.0137 0.0429
C 2.2457 2.6242 -5.2394 0.0061 -0.0246 0.0417
C 2.8637 1.8868 -4.2481 -0.0478 0.0546 -0.0525
C 2.1814 1.6077 -3.0722 0.0817 -0.1031 0.0366
O 2.8480 0.9140 -2.1266 -0.0044 -0.1162 -0.1105
H -1.8505 1.1414 -0.9715 0.0138 0.0140 0.0268
H -1.8933 1.5351 -2.7134 -0.0109 0.0066 0.0070
H -1.6569 2.8034 -1.5029 -0.0044 0.0198 -0.0112
H -0.7871 3.0924 -3.8420 -0.0070 0.0079 0.0068
H 0.4686 3.6708 -5.8628 -0.0107 0.0035 -0.0278
H 2.7887 2.8504 -6.1466 0.0176 0.0104 -0.0232
H 3.8762 1.5268 -4.3575 0.0298 0.0076 -0.0152
C -4.7906 -2.1804 4.5135 0.0077 0.0292 0.0181
C -3.6060 -2.1346 3.5572 -0.0031 -0.0058 -0.0063
C -3.9507 -2.8534 2.2579 0.0367 0.0532 -0.0537
N -2.8026 -3.0256 1.3548 0.1091 -0.0336 -0.0525
C -1.9733 -2.1133 0.8786 0.0295 0.0696 -0.0805
S -0.4619 -2.5595 0.2685 0.0338 -0.1204 -0.0137
N -2.3314 -0.7762 0.8875 0.1443 -0.0898 0.2992
C -3.4984 -0.0986 0.5204 0.0688 0.0030 -0.1689
O -3.5834 1.0704 0.8186 -0.0876 0.1095 0.1161
C -4.4849 -0.7754 -0.3591 -0.0100 -0.1019 0.1413
C -4.0925 -1.7046 -1.3183 -0.0417 -0.0673 0.0335
C -5.0427 -2.2646 -2.1585 -0.0005 0.0186 -0.0007
C -6.3779 -1.9057 -2.0330 0.0119 0.0151 -0.0042
C -6.7666 -0.9681 -1.0837 0.0303 -0.0057 -0.0121
C -5.8196 -0.3902 -0.2560 -0.0148 -0.0251 0.0034
H -4.5687 -1.6369 5.4296 -0.0023 0.0045 0.0224
H -5.0406 -3.2061 4.7854 -0.0092 -0.0215 -0.0001
H -5.6754 -1.7259 4.0660 -0.0132 0.0092 -0.0080
H -2.7335 -2.6137 4.0093 -0.0113 -0.0148 0.0021
H -3.3345 -1.0965 3.3562 0.0135 -0.0041 -0.0281
H -4.7617 -2.3542 1.7352 -0.1073 0.0964 -0.0799
H -4.2953 -3.8636 2.4775 -0.0108 0.0147 -0.0140
H -2.4631 -3.9699 1.2327 -0.0175 0.0507 0.0082
H -1.5893 -0.1556 1.1999 -0.1137 0.0010 -0.0917
H -3.0511 -1.9838 -1.4232 0.0213 -0.0058 -0.0174
H -4.7413 -2.9790 -2.9121 -0.0012 -0.0173 -0.0110
H -7.1175 -2.3506 -2.6846 -0.0117 -0.0105 -0.0035
H -7.8056 -0.6837 -0.9952 -0.0210 0.0028 -0.0028
H -6.1003 0.3566 0.4745 0.0081 0.0066 0.0132
N 8.3523 2.4622 0.6557 -0.0111 0.0235 0.0066
C 7.0929 2.0699 0.5017 0.0093 -0.0140 0.0019
C 6.0627 2.5317 1.3561 -0.0300 -0.0386 -0.0015
C 4.7858 2.1074 1.1667 0.0903 -0.0806 0.1136
N 4.4342 1.2443 0.1696 0.0490 0.2349 -0.0382
C 5.4187 0.8004 -0.6600 0.0619 -0.0176 -0.0401
C 6.7204 1.1643 -0.5230 -0.0422 -0.0237 0.0231
H 8.6133 3.1143 1.3772 -0.0012 -0.0087 -0.0006
H 9.0825 2.1356 0.0448 0.0078 -0.0096 -0.0028
H 6.2806 3.2151 2.1644 -0.0038 0.0150 0.0111
H 3.9879 2.4282 1.8213 0.0003 0.0363 -0.0295
H 5.1125 0.1273 -1.4497 0.0031 0.0452 -0.0124
H 7.4608 0.7626 -1.1999 0.0060 -0.0056 -0.0204
```
Positions in Å, forces in eV/Å.

These are the Mulliken partial charges, in e, on atoms 1 to 5: 2.348 -0.516 -0.640 -0.325 0.499

No. 2
A cluster of 3 separate species, C36H69BBrN4O8 in total at a distorted geometry. Source: the OMol25 dataset; level of theory: ωB97M-V with the def2-TZVPD basis set.

Output
ΔE to the lowest compared entry with this formula, charge and spin: 0.501 eV
Multiplicity: 3
Charge: -1
Highest occupied orbital energy (spin up / spin down): -5.4 / -5.4 eV
HOMO-LUMO gap (spin up / spin down): 0.277 / 0.272 hartree
Max |F|: 2.71 eV/A
LUMO level (spin up / spin down): 2.090 / 1.978 eV

XYZ file:
```
119
Properties=species:S:1:pos:R:3:forces:R:3
C -4.5525 0.4755 3.5039 -0.1613 0.3960 0.1400
C -5.4900 0.7994 2.3422 -0.2661 -0.2325 0.2142
C -5.4062 -0.1476 1.1415 -0.0098 0.4047 -0.1194
C -4.3572 0.1701 0.0464 0.2777 -0.4078 0.2655
C -3.3275 1.2530 0.3520 -0.2053 0.0573 -0.6840
B -2.0431 1.3039 -0.6310 0.5845 0.6010 1.4707
Br -2.6896 1.7891 -2.5423 -0.0339 0.0260 -0.6187
O -1.1092 2.3416 -0.1239 -0.3529 -0.1977 0.0795
C 0.1833 1.8096 0.0848 -0.7767 0.1862 0.0084
C 0.6515 2.5437 1.3461 0.7167 -0.3489 0.2157
C 2.1695 2.5306 1.6360 -0.3857 0.3909 -0.1260
C 2.6939 3.8546 2.1163 0.2133 -0.4936 -0.2227
O 2.0832 4.6590 2.7309 -0.5776 0.8030 0.2961
O 4.0202 4.0889 1.7982 0.3669 0.1742 0.3159
C 0.9651 2.1772 -1.1835 0.6123 1.0550 0.6237
C 1.2379 3.6884 -1.2427 -1.0992 -0.9287 -0.8995
C 1.9974 4.1638 -2.4001 2.0170 0.5275 1.7312
O 2.5457 4.1035 -0.9931 0.0708 0.2059 -0.1387
C -0.0683 0.2328 0.1442 -0.7313 0.3498 -1.3440
N 0.9207 -0.5990 -0.5377 0.3670 -0.1607 0.6637
C 2.3067 -0.5956 -0.1166 0.1351 -0.1356 -0.0485
C 3.1282 -1.4466 -1.0683 -0.3934 -0.3400 0.1242
N -0.5151 -0.2449 1.4518 0.8716 -0.0991 -0.1115
C 0.4924 -0.4582 2.4975 -0.4188 -0.3321 -0.0883
C -1.3713 -1.3937 1.4304 0.1739 0.4389 -0.2917
C -1.1773 -2.4988 0.4443 -0.1515 -0.0540 -0.5026
O -2.2104 -1.4762 2.2803 -0.5355 -0.1475 0.9006
O -1.1843 0.1236 -0.7002 -0.1049 -0.4973 -0.0784
H -4.9767 0.8686 4.4301 -0.0126 0.0225 0.0964
H -4.4315 -0.5960 3.6297 0.1353 -0.1533 -0.0383
H -3.5777 0.9394 3.3943 0.2163 -0.1889 -0.1199
H -6.5064 0.7203 2.7362 -0.1352 0.0287 -0.0251
H -5.3694 1.8374 2.0395 0.0597 0.0988 -0.1139
H -5.2637 -1.1520 1.5384 0.1220 -0.0327 0.0095
H -6.3915 -0.1512 0.6694 -0.1033 -0.0723 -0.0559
H -4.8768 0.4149 -0.8772 0.0114 0.1156 -0.1391
H -3.8041 -0.7493 -0.1726 -0.0257 -0.1374 -0.0412
H -3.8139 2.2281 0.2665 0.0250 0.1667 0.1641
H -2.9456 1.1666 1.3669 0.0961 -0.1032 0.1198
H 0.3222 3.5722 1.2580 -0.0219 0.1361 -0.1265
H 0.1063 2.1433 2.1945 -0.1750 -0.0402 0.0684
H 2.7505 2.2833 0.7566 0.0872 -0.2528 -0.0473
H 2.4019 1.8452 2.4505 0.2109 -0.2858 -0.0631
H 4.5628 3.4413 2.2636 0.0454 -0.1554 -0.2254
H 1.9580 1.7289 -1.2222 -0.0178 -0.1990 -0.2833
H 0.3674 1.9262 -2.0542 -0.0836 -0.3127 -0.0309
H 0.4441 4.3416 -0.8868 0.0389 -0.0948 0.1133
H 2.6365 3.4937 -2.9573 -0.5768 -0.2423 -0.5828
H 2.0485 5.2105 -2.6595 -0.6106 0.0031 -0.5372
H 0.8172 -0.4554 -1.5309 -0.0238 0.0934 -0.0782
H 2.7502 0.4010 -0.0334 0.0611 0.1129 -0.0299
H 2.3962 -1.0501 0.8677 -0.0730 0.0221 0.1473
H 2.7245 -2.4589 -1.0409 -0.0069 -0.1100 -0.0806
H 3.0393 -1.1012 -2.0962 0.1993 0.1677 -0.0949
H 4.1681 -1.5098 -0.7617 0.1758 0.1926 -0.1062
H 0.9812 -1.4344 2.4056 0.0693 -0.1161 -0.0136
H -0.0015 -0.4385 3.4643 0.0206 0.1825 0.1554
H 1.2669 0.2865 2.4413 0.0735 0.2544 0.0713
H -1.6774 -3.3927 0.8013 0.0000 -0.0660 0.1465
H -0.1347 -2.6649 0.2093 0.1907 -0.0742 0.0605
H -1.6388 -2.1839 -0.4896 -0.0172 0.0093 -0.1086
C 9.4918 3.7314 -2.4706 -0.0521 -0.1102 0.1819
C 8.2156 3.4256 -3.2937 0.9088 0.1611 0.1779
C 7.5084 4.7136 -3.7390 -0.3529 0.1643 0.0441
C 6.7030 5.4086 -2.6432 0.0979 -0.1452 0.0053
C 5.7383 4.4221 -1.9904 -0.0757 0.3037 -0.2619
C 6.4408 3.1844 -1.4442 0.1960 0.0502 0.9590
N 7.2750 2.5539 -2.5216 -0.8809 0.5034 -0.8027
O 6.5595 1.8251 -3.3023 0.2118 -0.3771 0.1582
C 7.2752 3.5794 -0.2137 0.1175 -0.0347 -0.0260
C 5.4126 2.1728 -0.9547 -0.1508 -0.1931 -0.1070
C 8.6785 2.6840 -4.5408 -0.1213 -0.1323 -0.1811
H 9.3620 3.6020 -1.4026 -0.0458 0.0466 -0.0242
H 10.2969 3.0535 -2.7551 -0.0162 -0.0096 -0.0729
H 9.8388 4.7510 -2.6430 -0.0166 0.0083 -0.0456
H 6.8275 4.4694 -4.5602 -0.0181 -0.1085 0.0443
H 8.2576 5.3932 -4.1507 0.0560 -0.0349 -0.0294
H 7.3711 5.8538 -1.9002 0.0052 -0.0337 0.0239
H 6.1381 6.2348 -3.0786 0.0147 0.0230 0.0037
H 5.1886 4.8978 -1.1763 -0.0375 -0.0608 0.0354
H 4.9913 4.1149 -2.7279 0.0389 -0.0882 -0.0116
H 7.8765 2.7381 0.1358 0.0156 -0.0115 -0.0198
H 6.5958 3.8652 0.5892 -0.0878 -0.0129 -0.0468
H 7.9310 4.4304 -0.3809 -0.0147 0.0008 -0.0092
H 4.6923 1.9124 -1.7270 0.0565 -0.0150 -0.0333
H 4.8614 2.6108 -0.1225 0.0300 0.0764 -0.0507
H 5.8983 1.2558 -0.6143 0.0364 -0.0059 -0.0351
H 9.0917 1.7079 -4.2857 -0.0031 0.0047 0.0299
H 9.4603 3.2763 -5.0195 0.0402 0.0328 0.0299
H 7.8734 2.5370 -5.2568 -0.0235 -0.0271 0.0489
C -6.3965 -7.0687 -0.3358 0.1962 0.0802 -0.0157
C -6.7312 -6.6626 1.1211 0.0340 -0.5292 -0.7969
C -8.0196 -5.8315 1.1936 -0.1132 0.3558 0.1269
C -7.8624 -4.3745 0.7646 0.0845 -0.0882 0.0194
C -6.7154 -3.7166 1.5283 -0.3743 -0.0562 0.0514
C -5.3976 -4.4722 1.3739 0.5504 0.3096 -0.7261
N -5.5942 -5.9164 1.7448 -0.9429 0.4834 0.7850
O -5.5641 -6.0867 3.0188 0.3998 -0.2117 -0.0312
C -4.8850 -4.3036 -0.0670 -0.0384 -0.1040 -0.0587
C -4.3348 -3.8580 2.2695 -0.0691 -0.1275 0.3319
C -6.9620 -7.9608 1.8837 -0.0228 -0.0579 0.2507
H -5.6104 -6.4720 -0.7825 -0.0517 0.0422 0.0206
H -6.0421 -8.0995 -0.3693 -0.0416 -0.0273 0.0569
H -7.2750 -6.9978 -0.9786 -0.0349 -0.0078 0.0326
H -8.3843 -5.8462 2.2257 0.1114 -0.0090 0.0412
H -8.7830 -6.3260 0.5890 0.0084 -0.0679 -0.0025
H -7.7016 -4.3080 -0.3150 0.0484 -0.0034 0.0018
H -8.7909 -3.8372 0.9680 -0.0152 -0.0012 -0.0280
H -6.5678 -2.6891 1.1915 0.0081 -0.0770 -0.0166
H -6.9773 -3.6639 2.5900 0.0579 -0.0738 0.0298
H -4.0023 -4.9217 -0.2407 0.0051 -0.0075 0.0105
H -4.5977 -3.2628 -0.2166 0.0227 0.0366 0.0802
H -5.6255 -4.5332 -0.8299 -0.0057 0.0079 0.0184
H -4.6451 -3.8101 3.3117 -0.0287 -0.0966 -0.0154
H -4.1306 -2.8447 1.9394 0.0697 0.0177 -0.0529
H -3.4013 -4.4200 2.2190 -0.0104 -0.0268 -0.0095
H -6.0420 -8.5413 1.9559 0.0160 0.0207 -0.0162
H -7.7015 -8.5505 1.3387 -0.0027 0.0017 -0.0610
H -7.3360 -7.7878 2.8902 0.0529 0.0320 0.0016
```
Positions in Å, forces in eV/Å.

These are the Mulliken partial charges, in e, on atoms 1 to 5: -0.777 -1.029 0.993 -0.152 -0.470